Molecular formula: C22H29N3O10S
Method: DFT, ωB97M-V/def2-TZVPD

ΔE to the lowest compared entry with this formula, charge and spin ... 19.4 kcal/mol

Geometry (Å):
S: 1.263329 -0.765734 2.457276
O: -0.958905 -1.541277 6.356192
O: -0.556439 -1.895262 4.169124
O: -0.283398 -5.206552 -1.699239
O: 3.730139 1.546041 -0.511912
O: -3.941670 -1.392922 -0.778862
O: 1.508546 2.504402 -3.677053
O: -0.734731 2.704002 -2.064258
O: -1.818933 -4.430318 -3.156392
O: 1.004087 -0.919993 5.483869
O: 0.249895 -3.535068 -3.094208
N: 2.372042 -0.045066 1.529637
N: -0.799498 5.128262 -1.667973
N: -0.118873 -0.268655 1.716896
C: -2.037201 1.156008 -0.212481
C: 0.924316 -0.322155 6.781455
C: 0.112236 1.985562 -1.171443
C: 1.580907 -5.164491 -0.147184
C: 2.366073 1.457764 -0.448485
C: -1.453015 4.137924 -4.918874
C: 2.114641 2.977734 -2.487150
C: -0.202108 -1.491467 5.232657
C: 1.132155 -5.007587 -1.580971
C: -0.725922 -4.395266 -2.697643
C: -2.608494 -1.134442 -1.227258
C: -0.694397 3.965466 -1.681725
C: -0.306164 3.100961 -5.185713
C: -0.495321 1.224808 -0.221545
C: 0.317308 0.495759 0.729088
C: 1.056497 3.540967 -4.555414
C: 1.756246 0.653050 0.564483
C: 1.295414 -3.609450 -2.122412
C: 1.563545 2.112517 -1.327716
C: -0.909764 -0.440568 8.518958
C: -0.119199 -1.171015 7.459772
C: -2.493363 0.391224 -1.497394
H: -2.079478 4.291625 -5.811667
H: 1.480406 -6.202992 0.170351
H: -0.214700 2.893977 -6.262631
H: 3.206390 2.822090 -2.486954
H: 2.266669 -3.451157 -2.587630
H: 1.818835 3.669967 -5.343131
H: -2.392571 -1.721881 -2.134769
H: 0.956963 -4.569467 0.522215
H: -2.140879 3.777407 -4.132659
H: 0.871785 4.504951 -4.054408
H: 1.869678 4.023446 -2.234111
H: -1.614485 -1.118533 9.001165
H: -1.826016 0.566299 -2.355376
H: -2.379379 2.198138 -0.344020
H: -3.892873 -1.844093 0.069592
H: 1.888242 -0.361472 7.285011
H: -2.428596 0.703080 0.705960
H: -3.500588 0.725992 -1.805564
H: -0.252395 -0.022796 9.282265
H: 4.035124 1.317815 0.380757
H: -1.859768 -1.379136 -0.450114
H: 1.129288 -2.832457 -1.370371
H: 2.622269 -4.863466 -0.025607
H: 1.633038 -5.742904 -2.217335
H: -1.500010 0.363829 8.077109
H: 0.317200 -2.083519 7.875470
H: -1.071933 5.106854 -4.559093
H: 0.624627 0.722604 6.666280
H: -0.656821 2.160633 -4.726836

Atomic forces in eV per Å
S -0.1 0.2 -0.6
O 0.4 0.0 -0.3
O 0.1 0.0 0.2
O 0.1 0.3 -0.4
O -0.4 -0.1 0.5
O 0.4 -0.2 0.3
O 0.1 1.0 0.3
O 0.8 1.1 1.3
O 0.0 0.0 0.0
O -0.3 -0.1 0.0
O -0.1 -0.1 0.2
N 0.2 0.2 -0.2
N 0.4 -1.6 0.6
N 1.5 0.0 0.1
C 0.9 0.5 -1.4
C 0.4 0.0 0.1
C 1.4 -1.1 0.7
C -0.3 -0.3 0.2
C -0.1 0.1 -0.1
C -0.1 -0.3 0.0
C -0.1 -1.1 1.3
C -0.3 -0.2 0.0
C 0.3 0.0 0.7
C -0.2 -0.1 0.0
C 0.3 0.8 -0.1
C -1.0 1.2 -1.7
C -0.5 0.3 0.3
C -1.5 -0.2 0.3
C 0.2 1.6 -2.3
C -0.8 -0.7 -0.9
C -1.1 -1.1 1.7
C 0.2 0.1 -0.2
C -0.7 0.5 -0.8
C -0.4 -0.2 0.0
C -0.3 0.4 0.6
C -0.5 -0.8 0.2
H 0.3 0.1 0.3
H 0.1 0.0 0.0
H 0.1 0.2 0.3
H -0.3 0.3 -0.2
H -0.1 0.0 -0.2
H -0.2 0.2 0.3
H -0.2 0.1 0.3
H 0.0 0.1 -0.1
H 0.4 0.1 -0.3
H 0.4 -0.4 0.2
H 0.2 -0.2 -0.5
H 0.1 0.0 0.1
H -0.1 0.1 0.4
H -0.1 -0.5 0.6
H -0.1 0.0 -0.1
H 0.1 -0.1 -0.2
H 0.1 0.2 -0.3
H 0.4 -0.1 0.1
H 0.0 -0.1 0.0
H 0.3 -0.1 -0.3
H -0.3 -0.2 -0.3
H 0.0 -0.1 0.1
H 0.0 0.0 -0.1
H 0.0 0.1 -0.1
H 0.2 0.0 -0.1
H 0.1 0.0 -0.1
H -0.1 -0.3 -0.3
H -0.1 0.0 0.1
H 0.6 0.2 -0.1

---

Molecular formula: C22H29O5P
Method: DFT, ωB97M-V/def2-TZVPD

ΔE to the lowest compared entry with this formula, charge and spin ... 58.5 kcal/mol

Geometry (Å):
P: 1.224466 0.573814 2.858715
O: 0.904279 0.620017 1.356896
O: 2.208286 -0.701097 3.121061
O: -2.531305 0.129233 3.978484
O: 1.887251 1.955315 3.408901
O: -1.678129 1.404734 2.265350
C: -1.340204 -4.670548 4.945370
C: -3.763941 -2.727753 5.839073
C: -1.900597 -4.277232 3.711406
C: -0.262423 0.252932 3.829091
C: -5.110435 -2.232322 3.909918
C: -2.523122 -0.201786 0.705651
C: -0.117584 -5.512960 2.612164
C: -0.196325 -5.428847 4.997160
C: -5.860751 -1.591812 6.084834
C: 1.649848 -6.730068 3.885939
C: -6.041553 -1.625244 4.714397
C: 0.435220 -5.866886 3.836435
C: -2.820982 1.038807 1.522869
C: 2.609316 -3.026687 2.496780
C: 3.356878 3.436994 2.173965
C: -3.949852 -2.839368 4.444684
C: 1.933618 2.955504 2.412985
C: 1.692219 -1.815983 2.430910
C: -1.248436 -4.735847 2.546451
C: -1.541201 0.594488 3.392447
C: -4.713567 -2.135563 6.636000
C: -3.073570 -3.494018 3.541138
H: -2.843007 -3.037328 6.290376
H: 2.849931 -3.257463 3.534139
H: 0.703502 -2.036916 2.868746
H: -0.153561 -0.328615 4.719134
H: 1.480671 2.551104 1.489486
H: -6.597785 -1.124521 6.718696
H: -3.376461 -0.524838 0.106681
H: 0.220010 -5.704331 5.951767
H: -3.083184 1.895572 0.888444
H: 2.466666 -6.288891 3.313341
H: -1.658581 -4.480255 1.584748
H: -3.374155 -3.397184 2.511224
H: 3.549096 -2.832090 1.979127
H: -2.228093 -1.019551 1.365178
H: 2.005423 -6.877311 4.906688
H: 3.400977 4.325976 1.541419
H: -3.649942 0.884824 2.229197
H: -1.828793 -4.430876 5.867506
H: -1.673613 -0.018776 0.043822
H: 0.349047 -5.869715 1.709365
H: 2.155382 -3.913669 2.049853
H: 3.955570 2.656246 1.704435
H: -4.558621 -2.080963 7.701068
H: -6.914347 -1.165872 4.277353
H: 1.442792 -7.714804 3.464275
H: 1.279923 3.778584 2.751819
H: 1.520665 -1.492744 1.388019
H: 3.835831 3.670072 3.125097
H: -5.255867 -2.240114 2.843480

Atomic forces in eV per Å
P -3.8 -0.2 -1.8
O 1.1 0.2 2.3
O 0.7 1.2 0.8
O -1.3 0.1 -0.2
O 0.4 -1.8 -0.2
O 0.0 -0.3 0.8
C 0.0 -0.1 0.0
C 0.1 0.1 0.0
C -0.1 0.0 0.2
C 2.3 0.8 -1.6
C 0.3 -0.2 -0.2
C 0.2 -0.1 -0.2
C -0.2 0.1 -0.2
C -0.1 0.1 0.1
C 0.0 0.0 -0.2
C 0.3 -0.1 0.3
C -0.3 0.1 -0.2
C 0.0 -0.1 0.0
C -0.6 0.4 0.0
C 0.3 0.4 0.3
C 0.0 -0.2 0.3
C 0.1 0.1 0.1
C -0.2 1.4 -1.1
C -0.8 -0.9 -1.0
C 0.0 0.0 -0.1
C 0.8 -0.9 0.8
C 0.3 -0.2 0.2
C 0.1 0.1 0.5
H 0.1 -0.1 0.1
H 0.0 -0.1 0.1
H 0.2 -0.2 -0.2
H -0.1 -0.1 0.4
H 0.3 0.4 0.4
H -0.1 0.1 0.1
H -0.1 0.1 0.0
H 0.0 -0.1 0.2
H 0.2 -0.2 0.0
H 0.0 0.0 -0.1
H -0.1 0.1 -0.2
H -0.1 0.1 -0.3
H 0.0 0.0 0.0
H 0.0 0.0 0.1
H -0.1 0.0 0.0
H -0.2 0.0 0.0
H 0.1 -0.1 -0.3
H 0.0 0.1 0.2
H -0.1 0.0 0.0
H 0.1 0.0 -0.2
H -0.2 0.2 -0.1
H 0.0 -0.1 -0.1
H 0.1 0.1 0.1
H 0.0 0.0 -0.1
H 0.0 0.0 -0.1
H 0.3 -0.2 0.0
H 0.0 -0.4 0.4
H 0.0 0.1 0.1
H 0.0 0.0 -0.2

---

Molecular formula: C22H30AlBr6ClCsF18GaI3O2
Method: DFT, ωB97M-V/def2-TZVPD

Charge ... +1

Geometry (Å):
Cs: -8.553252 4.308264 9.928733
I: 2.108023 -6.125855 3.146493
I: 3.190228 -2.333457 5.674974
I: 1.208544 -3.772049 0.067813
Br: -3.053477 2.271905 -10.550885
Br: -1.514043 0.314509 -13.273649
Br: -5.554756 3.884567 11.885193
Br: -4.079686 5.343180 9.473831
Br: -5.071824 2.737754 -12.191531
Br: -6.467083 3.308623 8.869308
Ga: 1.192960 -1.659952 2.895680
Cl: -1.288601 4.225968 5.350886
Al: -1.398677 1.359886 1.694884
F: 4.449246 1.737572 -1.669656
F: 1.799255 -2.188361 -7.885125
F: 0.133393 -0.895245 5.521499
F: 2.148695 -2.783237 -5.365092
F: 4.447394 1.558595 0.794744
F: 1.504376 0.621974 -4.974149
F: -0.602583 -1.619849 -8.088703
F: 0.868922 -1.141731 -3.916915
F: 2.094383 1.475625 -2.461691
F: 2.327373 1.656678 0.275193
F: 4.785895 -0.390299 -1.205813
F: 1.784558 -0.444624 -1.529982
F: 3.560764 -1.345601 -6.096711
F: -0.481210 -2.380747 -6.089050
F: 4.003818 0.445137 -4.100837
F: 3.650836 -1.575515 -3.321570
F: -0.688528 -0.246309 -6.460303
F: 1.732026 -0.067431 -7.571534
O: 1.735080 2.932453 3.199483
O: -4.616977 4.645231 5.976057
C: 0.130086 -2.341727 1.256944
C: -0.147530 -0.689197 4.165723
C: 2.242449 -3.117729 3.896755
C: -0.499853 -1.260737 0.336849
C: -0.116350 -1.376689 -6.857796
C: -1.955510 0.650378 -10.477086
C: 3.417550 0.854503 0.238861
C: 2.275138 -1.502634 -5.725349
C: 1.426318 -1.237719 -7.002401
C: 3.879319 0.594631 -1.231417
C: 1.476169 -4.408556 4.297464
C: 2.547908 -0.181057 2.403933
C: 2.690115 0.296713 -2.198336
C: -2.045666 -1.323825 0.451437
C: -0.228255 0.803682 3.901190
C: -5.721903 4.614169 10.115582
C: -0.847785 0.686828 -11.490788
C: 1.932180 -0.572246 -4.524680
C: 3.102054 -0.370285 -3.527472
C: 3.271792 -0.416000 1.068150
C: -0.041416 -4.274552 4.332349
C: -1.470562 1.505738 4.464496
H: -0.370915 -3.362512 4.826683
H: -0.342904 1.646669 -11.533762
H: -1.487707 2.597174 4.091650
H: -3.614473 4.588197 5.841519
H: -2.416397 1.039282 4.139133
H: 3.294844 -0.240469 3.196335
H: 2.190714 3.335734 2.446471
H: -1.558443 0.637899 -9.460722
H: 1.791603 -4.660205 5.304899
H: -2.388013 -2.014310 -0.320007
H: -0.430949 -5.108381 4.921236
H: -6.433213 5.435011 10.178113
H: -0.278801 -1.563359 -0.681233
H: -2.628114 -0.191352 -10.609379
H: -0.140563 1.074033 2.827622
H: -1.358265 1.574799 5.536538
H: -0.446702 -4.412427 3.330216
H: -1.130626 -1.151252 3.969542
H: -5.091039 4.682547 5.126035
H: 2.862723 -1.226714 0.463626
H: -0.123010 -0.251035 0.566566
H: 3.068211 -3.415103 3.256056
H: -0.724580 -2.878453 1.663696
H: -2.535708 -0.377261 0.205965
H: -2.382457 -1.723327 1.408366
H: 0.654792 1.241058 4.363710
H: -4.927333 3.909551 6.535200
H: -0.122551 -0.096217 -11.278524
H: 4.295879 -0.704821 1.299384
H: 2.102680 0.823897 2.489090

Atomic forces in eV per Å
Cs -7.7 2.6 3.2
I -0.1 0.0 0.2
I 0.0 0.1 -0.2
I -0.1 0.1 0.0
Br 0.0 0.3 0.2
Br 0.0 0.1 0.0
Br -0.1 -0.1 -0.2
Br -0.1 -0.1 -0.1
Br 0.1 -0.2 0.0
Br 6.3 -3.0 -3.2
Ga 0.3 0.4 0.5
Cl -1.8 1.7 1.1
Al -0.7 0.7 -0.4
F 0.3 -0.3 -0.3
F 0.0 -0.2 0.2
F -0.2 0.3 0.2
F -0.4 0.0 0.1
F -0.2 0.4 -0.1
F 0.4 0.1 -0.2
F 0.0 0.0 -0.2
F 0.1 -0.1 0.3
F 0.0 0.0 -0.4
F -0.1 0.0 -0.4
F 0.1 0.0 -0.3
F 0.1 -0.4 -0.3
F 0.0 0.4 -0.1
F 0.1 0.0 0.4
F 0.1 0.0 -0.1
F 0.0 0.0 0.2
F 0.1 0.1 0.5
F -0.2 0.3 0.3
O -0.3 -0.3 -0.5
O -0.6 0.2 0.2
C -0.1 0.7 0.3
C -0.1 -0.8 -1.7
C -0.4 -0.6 -0.6
C -0.8 -1.1 0.5
C -0.4 0.2 -1.0
C 0.2 -0.3 -0.1
C 0.8 -0.9 0.7
C 0.7 0.2 -0.1
C 0.1 -0.7 -0.3
C -0.6 1.0 0.4
C 0.1 1.0 0.7
C 0.1 -0.3 -0.3
C 0.0 0.2 0.8
C 0.4 -0.1 -0.6
C -0.7 -0.4 1.8
C 1.1 0.5 0.4
C 0.0 -0.1 -0.3
C -0.6 -0.1 0.0
C -0.2 0.0 -0.3
C 0.0 0.2 0.3
C 0.1 -1.1 -0.1
C 0.4 0.9 -1.9
H 0.2 0.2 -0.2
H 0.0 0.0 0.1
H 0.0 -1.8 0.5
H 2.1 -0.2 -0.5
H 0.0 -0.3 0.4
H -0.1 0.0 0.2
H 0.1 0.0 0.1
H -0.1 0.2 0.0
H 0.1 -0.3 -0.1
H -0.1 -0.1 0.1
H -0.1 0.0 0.0
H 0.5 0.0 -0.1
H 0.3 0.8 -0.2
H 0.0 0.0 0.0
H 1.7 -0.6 0.5
H -0.4 -0.1 0.2
H -0.2 0.4 0.0
H -0.1 0.1 0.3
H 0.2 -0.1 -0.1
H -0.2 0.1 0.0
H 0.4 0.0 -0.3
H 0.2 0.2 0.1
H 0.2 -0.5 0.0
H -0.1 0.0 0.1
H -0.1 0.3 0.2
H 0.1 0.4 -0.5
H 0.1 -0.1 -0.1
H 0.0 0.0 0.1
H 0.1 -0.1 -0.2
H -0.2 0.0 0.0

---

| no. | energy (hartree) |
| --- | --- |
| 1 | -2170.51614 |
| 2 | -1573.20474 |
| 3 | -21788.27645 |